{
  "formula": "CHNO5",
  "method": "ωB97M-V with the def2-TZVPD basis set",
  "species": ["C", "N", "O", "O", "O", "O", "O", "H"],
  "positions_angstrom": [[1.60201, 0.38297, -0.18742], [-1.51958, -0.38149, -0.00973], [-1.50378, 0.97506, 0.00332], [-2.48515, -0.90824, -0.35317], [2.39945, -0.19395, 0.62153], [2.55346, -0.18666, -0.87031], [-0.42956, -0.83395, 0.40239], [-0.61685, 1.14625, 0.39340]],
  "forces_ev_per_angstrom": [[-1.49, 1.98, -0.61], [4.14, 0.81, 1.81], [-0.28, 0.76, 0.07], [-1.99, -1.27, -0.91], [1.07, -0.91, 1.43], [0.77, -0.63, -0.89], [-2.02, -0.88, -0.47], [-0.21, 0.13, -0.44]],
  "mulliken_charge": [0.1669, 1.0920, -0.3721, -0.5291, -0.1271, -0.1092, -0.5670, 0.4455],
  "e_above_lowest_kcal_mol": 141.8,
  "e_homo_ev": -11.3,
  "lumo_energy_ev": -0.5,
  "orbital_gap_ev": 10.79
}


{
  "formula": "C12H28BN2O2P2Ti",
  "method": "ωB97M-V with the def2-TZVPD basis set",
  "species": ["C", "C", "N", "C", "C", "C", "C", "P", "Ti", "P", "C", "O", "O", "H", "H", "H", "C", "C", "H", "H", "H", "H", "C", "C", "H", "H", "H", "H", "H", "H", "H", "H", "H", "H", "H", "H", "H", "H", "H", "H", "H", "H", "B", "C", "N", "H", "H", "H"],
  "positions_angstrom": [[-0.26332, -0.37744, -3.57213], [-0.21680, 0.24153, -2.33567], [0.61995, -0.24623, -1.38762], [1.34170, -1.37068, -1.57311], [1.38446, -1.93176, -2.82877], [0.58797, -1.44263, -3.85170], [-0.93950, 1.55518, -2.15900], [-0.92008, 2.15557, -0.38763], [0.75325, 0.58389, 0.53881], [1.53818, -1.51969, 1.22991], [2.13134, -1.95728, -0.44462], [-4.99812, -1.79903, -1.78135], [-2.33229, -3.94775, 0.58946], [-0.86582, 0.08818, -4.34800], [2.04073, -2.78168, -2.97545], [0.66838, -1.85749, -4.85923], [-0.30283, 3.81339, -0.91495], [-2.68428, 2.43624, -0.03560], [2.06532, -3.04735, -0.50583], [3.17986, -1.67252, -0.60079], [-1.87220, 1.53636, -2.71001], [-0.37565, 2.30035, -2.74981], [3.12420, -1.53312, 2.14660], [0.70465, -3.01423, 1.71191], [-2.60821, -3.10491, 0.17961], [-2.55523, -4.58550, -0.13586], [-4.75013, -1.01064, -1.22155], [-5.11435, -1.32812, -2.64187], [2.00601, 1.49922, 0.03810], [-0.62608, 1.13409, 1.32505], [-1.05497, 4.31669, -1.53815], [-0.10849, 4.43420, -0.03667], [0.61362, 3.70243, -1.51554], [-3.05626, 3.29823, -0.60165], [-3.29813, 1.55535, -0.28021], [-2.75078, 2.64870, 1.03845], [1.42276, -3.82350, 1.58325], [0.42917, -2.90773, 2.76214], [-0.17544, -3.25022, 1.10772], [3.43816, -2.58865, 2.26658], [3.90676, -0.95907, 1.60856], [2.93733, -1.09119, 3.14160], [1.11428, 2.83663, 4.94317], [1.22748, 2.24982, 3.46016], [1.31826, 1.79540, 2.38300], [1.21586, 1.90409, 5.74835], [0.03062, 3.42771, 5.11082], [2.06865, 3.63514, 5.07951]],
  "forces_ev_per_angstrom": [[0.26, -0.10, -0.69], [0.78, -0.27, -0.38], [-0.96, -0.36, 0.17], [-0.59, 0.61, -0.77], [0.16, -0.75, -0.30], [-0.08, 0.34, 0.02], [0.47, -0.22, -0.27], [1.34, 0.82, -2.15], [-1.68, 2.69, 1.85], [1.47, -0.32, 0.51], [0.31, -0.17, -0.52], [0.46, 2.29, -0.21], [-0.47, -0.19, -1.58], [-0.01, -0.30, 0.07], [-0.08, 0.01, -0.16], [-0.18, 0.08, 0.37], [-0.38, 0.63, 0.34], [-0.03, 0.04, 0.33], [0.22, 0.02, -0.22], [-0.13, -0.04, 0.27], [-0.57, -0.25, 0.23], [0.05, -0.33, 0.38], [0.00, -0.49, 0.38], [-0.10, -0.59, 0.25], [0.11, -0.41, 0.44], [0.30, 0.62, 1.06], [-0.41, -1.41, -0.47], [-0.01, -0.89, 0.71], [0.97, 0.66, -1.02], [-0.91, -0.85, 0.82], [0.09, -0.01, 0.12], [0.14, 0.01, -0.15], [-0.26, -0.11, 0.56], [0.08, -0.20, 0.09], [0.31, 0.23, 0.21], [-0.22, -0.08, -0.20], [-0.03, -0.23, 0.24], [-0.13, -0.23, -0.05], [0.01, 0.23, 0.17], [0.11, 0.51, 0.02], [-0.62, -0.24, 0.38], [0.26, -0.14, -0.44], [0.22, 0.47, 0.36], [0.07, -0.60, -1.24], [-0.31, 0.08, 1.32], [-0.01, 0.24, -0.41], [0.51, -0.35, -0.31], [-0.54, -0.46, -0.09]],
  "mulliken_charge": [-0.7637, 0.7873, 0.1381, 0.4902, -0.7548, -0.4827, -1.4603, 1.1483, -0.8684, 1.0034, -1.1185, -0.6437, -0.6523, 0.4426, 0.4689, 0.4121, -1.5180, -1.0927, 0.4523, 0.3950, 0.5364, 0.4098, -1.2963, -1.3338, 0.3078, 0.3263, 0.3319, 0.3148, 0.0624, -0.0092, 0.4522, 0.3836, 0.4188, 0.3863, 0.2109, 0.3967, 0.4440, 0.3998, 0.4014, 0.4083, 0.3581, 0.3633, -0.0379, 0.2262, -0.4676, -0.1317, -0.1272, -0.1184],
  "spin_multiplicity": 2,
  "s2": 0.7562,
  "e_homo_ev": [-6.7, -7.5],
  "lumo_energy_ev": [-0.5, -0.5],
  "orbital_gap_ev": [6.21, 7.01]
}


{
  "formula": "C34H66N2O14S6",
  "method": "ωB97M-V with the def2-TZVPD basis set",
  "species": ["O", "S", "O", "C", "C", "C", "C", "H", "H", "H", "H", "H", "H", "H", "H", "O", "S", "O", "C", "C", "C", "C", "H", "H", "H", "H", "H", "H", "H", "H", "O", "S", "O", "C", "C", "C", "C", "H", "H", "H", "H", "H", "H", "H", "H", "O", "S", "O", "C", "C", "C", "C", "H", "H", "H", "H", "H", "H", "H", "H", "O", "S", "O", "C", "C", "C", "C", "H", "H", "H", "H", "H", "H", "H", "H", "O", "S", "O", "C", "C", "C", "C", "H", "H", "H", "H", "H", "H", "H", "H", "C", "C", "C", "O", "H", "H", "H", "H", "H", "H", "C", "C", "C", "O", "H", "H", "H", "H", "H", "H", "C", "C", "N", "H", "H", "H", "C", "C", "N", "H", "H", "H"],
  "positions_angstrom": [[-3.59579, -0.57507, 1.85014], [-4.46922, -0.22373, 0.74249], [-3.87194, 0.57776, -0.34090], [-5.21430, -1.63975, -0.09891], [-6.72937, -1.59367, 0.22891], [-7.07641, -0.10222, 0.48519], [-6.04361, 0.45158, 1.41396], [-4.66410, -2.54362, 0.15548], [-5.00637, -1.44192, -1.15009], [-7.33595, -2.00627, -0.57272], [-6.84005, -2.21271, 1.11970], [-8.07337, 0.02188, 0.91088], [-7.09217, 0.44684, -0.45902], [-6.15961, 0.01949, 2.40942], [-5.97190, 1.53357, 1.50078], [2.86433, 4.10747, -5.91201], [2.67490, 3.22899, -4.77229], [3.51707, 2.05255, -4.62223], [2.62703, 4.21522, -3.24301], [1.44667, 3.71798, -2.39639], [0.30541, 3.38472, -3.38424], [0.89482, 2.71074, -4.62278], [2.37805, 5.23228, -3.54911], [3.62595, 4.16488, -2.81511], [1.75673, 2.77228, -1.94307], [1.14309, 4.40057, -1.60884], [-0.22812, 4.32233, -3.56939], [-0.50828, 2.74750, -3.03343], [0.36955, 3.00619, -5.52982], [0.80331, 1.62866, -4.53720], [-3.97319, 0.42994, 4.77985], [-3.63049, 1.78899, 5.15530], [-3.57931, 2.26186, 6.53090], [-2.14521, 2.27115, 4.29043], [-2.56976, 2.69846, 2.88921], [-3.82510, 3.58329, 3.08830], [-4.70909, 2.83756, 4.11849], [-1.41689, 1.48021, 4.45624], [-1.81129, 3.12575, 4.88624], [-1.79015, 3.27273, 2.39138], [-2.82555, 1.81930, 2.29379], [-4.28658, 3.76197, 2.11830], [-3.48293, 4.55141, 3.45702], [-5.40898, 2.19558, 3.59179], [-5.26685, 3.45988, 4.81820], [-1.75796, -3.08136, 0.71627], [-0.60849, -3.91787, 1.00772], [0.58479, -3.74759, 0.20597], [-0.21816, -3.73614, 2.82057], [-0.80310, -5.00944, 3.46835], [-0.63235, -6.13226, 2.41295], [-1.18328, -5.65385, 1.08712], [-0.56359, -2.76307, 3.15220], [0.85015, -3.88572, 2.98139], [-0.22750, -5.34797, 4.32609], [-1.85575, -4.84781, 3.70378], [-1.13423, -7.05377, 2.70848], [0.43789, -6.35225, 2.38406], [-2.26693, -5.59772, 1.19768], [-0.94275, -6.22967, 0.19830], [1.74734, -0.46121, 1.42470], [1.28250, 0.39390, 0.33688], [1.58676, 1.81673, 0.34109], [1.57200, -0.42079, -1.31377], [0.27264, -0.03275, -2.04118], [-0.89196, -0.30313, -1.08880], [-0.57000, 0.24645, 0.29463], [1.52050, -1.49966, -1.17382], [2.47370, 0.00651, -1.73937], [0.33676, 1.00984, -2.35318], [0.19395, -0.67323, -2.92117], [-1.02394, -1.38763, -0.98767], [-1.89878, -0.11966, -1.45409], [-0.81323, -0.54028, 1.01017], [-1.09952, 1.13135, 0.63966], [4.72866, -0.78864, -1.66752], [5.74206, 0.01295, -1.01798], [7.08359, -0.45751, -0.75164], [5.72386, 1.64921, -1.77988], [5.37299, 2.62602, -0.61067], [5.53134, 1.91975, 0.72694], [5.06564, 0.45641, 0.62925], [4.83089, 1.62743, -2.39769], [6.68102, 1.72769, -2.28738], [5.92499, 3.56397, -0.65740], [4.33794, 2.90969, -0.81113], [4.91634, 2.44767, 1.45832], [6.57717, 1.95979, 1.03714], [3.98130, 0.53367, 0.61361], [5.44082, -0.20328, 1.40202], [-1.92704, -0.86165, -5.74865], [-2.41415, 0.04827, -4.63721], [-3.40248, -0.49322, -3.64386], [-2.04765, 1.20404, -4.58977], [-2.72602, -1.30745, -6.34346], [-1.31254, -1.61970, -5.25590], [-1.32764, -0.34741, -6.49874], [-4.41005, -0.65902, -4.03875], [-3.44870, 0.19973, -2.80705], [-3.21369, -1.51822, -3.30977], [1.57484, 0.81392, 4.81198], [2.89818, 1.11036, 4.14797], [3.86181, 0.00238, 3.87737], [3.15223, 2.25950, 3.85324], [1.36335, -0.25361, 4.70378], [0.75649, 1.38011, 4.37759], [1.57471, 1.02057, 5.88376], [4.13316, -0.53503, 4.78603], [4.78838, 0.43044, 3.48835], [3.53602, -0.60571, 3.03234], [3.32863, -3.01823, 1.16998], [3.58374, -4.40117, 0.78667], [3.76922, -5.47796, 0.43319], [2.34691, -2.95801, 1.62286], [3.43249, -2.28668, 0.37145], [4.07811, -2.70499, 1.90191], [3.22838, -0.89142, -4.79408], [2.05282, -1.72996, -5.00191], [1.13437, -2.40433, -5.14934], [4.09770, -1.27289, -5.32531], [3.45487, -0.97236, -3.72968], [2.97249, 0.11233, -5.12781]],
  "forces_ev_per_angstrom": [[-0.69, 0.10, -0.69], [1.23, 0.24, -0.20], [-1.07, -0.20, 1.31], [-0.27, 0.20, -0.35], [0.93, 0.24, 0.18], [-0.76, -0.35, -0.43], [0.97, -0.19, -0.01], [-0.16, 0.00, 0.35], [-0.12, 0.10, -0.01], [0.05, -0.08, -0.02], [-0.47, 0.19, 0.11], [0.00, -0.17, 0.03], [0.15, -0.07, -0.06], [0.28, -0.01, 0.03], [0.01, 0.01, -0.24], [0.02, -0.57, 0.64], [-1.59, 0.18, 0.09], [-0.08, 0.75, 0.21], [-0.42, 0.37, -0.23], [0.46, -1.77, -0.49], [-0.22, 0.78, 0.06], [0.13, 0.43, -0.37], [0.43, 0.04, -0.27], [-0.10, 0.05, 0.24], [-0.03, 0.16, 0.39], [0.12, 0.09, -0.03], [0.26, 0.02, -0.67], [0.34, -0.11, 0.50], [0.21, 0.03, -0.07], [0.41, -0.03, -0.02], [0.21, 0.26, 0.85], [-0.50, 0.31, -1.02], [-0.18, -0.63, -0.94], [0.27, 0.40, 0.81], [-0.20, -0.20, 0.25], [0.67, -0.41, 0.51], [-0.19, 0.61, 0.00], [-0.05, -0.14, -0.50], [0.14, 0.11, -0.21], [0.10, -0.16, -0.03], [0.14, 0.02, -0.02], [-0.36, -0.10, 0.15], [-0.20, 0.02, 0.18], [0.04, -0.28, 0.24], [0.04, 0.21, -0.20], [0.24, -0.19, 0.02], [-0.22, 0.34, 0.43], [-0.46, -0.27, 0.26], [0.36, -1.44, -0.46], [-0.53, -0.03, -0.88], [0.27, -0.20, 0.42], [0.00, 0.63, 0.49], [-0.12, -0.04, 0.02], [0.17, 0.66, -0.51], [-0.23, 0.47, 0.34], [0.02, -0.21, 0.24], [-0.01, 0.05, 0.13], [0.00, -0.08, -0.37], [-0.02, 0.21, -0.25], [0.35, 0.18, -0.01], [0.35, 0.61, -0.42], [-2.17, -0.61, 0.22], [0.64, -0.68, -0.29], [-1.34, 1.09, 0.85], [0.23, -0.06, -0.29], [-0.30, -0.96, -0.13], [0.39, -0.96, 0.19], [0.67, -0.01, 0.29], [0.17, -0.36, 0.00], [-0.20, -0.05, -0.02], [-0.05, 0.18, -0.16], [0.69, -0.10, 0.14], [0.25, 1.14, -0.06], [0.15, 0.13, 0.19], [0.42, 0.39, -0.40], [0.38, -0.53, -0.55], [-0.93, -0.15, 2.02], [-0.28, 0.11, -0.77], [-0.44, -0.23, 1.12], [0.06, -0.21, -1.03], [0.16, 0.15, 0.89], [0.28, 1.68, -1.25], [0.53, -0.14, -0.78], [-0.13, 0.38, -0.14], [0.26, -0.16, 0.05], [-0.13, -0.08, 0.45], [0.22, -0.07, 0.21], [-0.01, 0.04, 0.07], [-0.06, -0.67, -0.17], [0.10, -0.11, -0.16], [0.11, 0.07, 0.08], [-0.26, 0.13, -1.33], [-0.37, -0.46, 0.47], [0.07, -0.08, 0.42], [-0.25, -0.31, 0.53], [-0.08, -0.29, -0.36], [0.22, 0.31, 0.42], [0.06, 0.65, -0.49], [-0.19, -0.14, 0.08], [0.71, 0.15, 0.13], [-0.16, -1.12, 0.04], [-0.45, 1.20, 0.09], [1.03, 0.26, -0.49], [0.20, -0.19, -0.12], [-0.19, 0.05, 0.03], [0.21, 0.18, -0.21], [0.32, 0.13, -0.02], [-0.38, -0.40, -0.13], [-0.02, 0.32, 0.30], [-0.52, -0.42, 0.51], [0.56, 0.12, 0.66], [0.05, 0.18, -0.57], [-0.03, -0.01, 0.22], [-0.03, 0.24, -0.13], [-0.26, -0.38, -0.37], [-0.06, -0.19, 0.15], [-0.46, -0.49, 0.14], [0.15, -0.40, -0.27], [-0.10, 0.12, 0.07], [-0.13, -0.02, -0.20], [0.15, 0.52, 0.00], [0.39, -0.03, 0.31]],
  "mulliken_charge": [-0.5651, 1.3032, -0.6575, -0.4860, -0.6842, -0.7306, -0.7615, 0.3448, 0.0665, 0.3645, 0.3309, 0.3822, 0.3236, 0.3420, 0.3871, -0.7517, 1.0323, -0.5967, -0.8892, 0.6618, -1.1951, -0.1748, 0.3946, 0.3894, -0.7150, 0.6021, 0.4616, 0.2658, 0.6204, -0.1107, -0.5703, 1.1110, -0.7101, -0.6118, 0.7462, -0.9534, -0.4722, 0.1081, 0.4098, 0.4718, -0.7191, 0.3916, 0.3890, -0.0536, 0.5179, -0.6546, 1.1244, -0.5958, -0.6837, -0.7236, -0.6301, -0.8248, 0.5792, 0.2460, 0.3592, 0.3207, 0.3874, 0.3167, 0.3363, 0.4363, 0.1282, 0.8744, -0.7801, -1.0047, 1.3200, 0.5120, -0.2870, 0.5850, 0.1746, -1.6633, 0.5377, 0.0468, -0.7557, 0.2098, 0.0604, -0.5417, 0.9918, -0.7349, -0.0634, -0.3283, -1.0511, 0.0227, -0.2608, 0.5436, 0.4995, -0.1329, 0.3739, 0.3907, -0.3396, 0.5518, -1.2354, 0.7914, -1.0136, -0.5658, 0.4012, 0.2648, 0.3102, 0.5784, 0.1747, 0.3408, -0.7200, 0.7928, -0.4988, -0.5927, 0.2064, -0.1120, 0.4850, 0.5171, 0.2042, -0.2809, 0.4765, 0.0997, -0.5452, -0.2253, -0.2836, 0.4209, 0.0578, 0.3365, -0.5449, 0.4674, -0.1499, -0.0403],
  "e_above_lowest_kcal_mol": 0.0,
  "e_homo_ev": -9.6,
  "smiles": "O=S1(=O)CCCC1.O=S1(=O)CCCC1.O=S1(=O)CCCC1.O=S1(=O)CCCC1.O=S1(=O)CCCC1.O=S1(=O)CCCC1.CC(C)=O.CC(C)=O.CC#N.CC#N",
  "lumo_energy_ev": 0.0,
  "orbital_gap_ev": 9.65
}


{
  "formula": "C16H15BN2O4",
  "method": "ωB97M-V with the def2-TZVPD basis set",
  "species": ["C", "C", "O", "C", "C", "C", "C", "N", "C", "O", "N", "C", "C", "C", "C", "C", "C", "B", "O", "O", "C", "C", "C", "H", "H", "H", "H", "H", "H", "H", "H", "H", "H", "H", "H", "H", "H", "H"],
  "positions_angstrom": [[-4.88210, 4.04038, 2.56421], [-5.29633, 2.75549, 1.91641], [-6.47739, 2.47745, 1.90449], [-4.31421, 1.83489, 1.30171], [-4.78092, 0.62353, 0.76953], [-3.88328, -0.32590, 0.29835], [-2.51820, -0.12362, 0.46147], [-1.61996, -1.20258, 0.19946], [-0.23737, -1.05568, 0.12431], [0.28933, 0.03400, 0.23395], [0.53657, -2.19498, -0.22209], [1.87467, -2.12021, -0.72679], [2.46062, -3.10817, -1.54038], [3.70363, -2.92685, -2.05180], [4.47250, -1.82572, -1.71834], [3.93284, -0.82559, -0.96261], [2.64860, -1.00295, -0.47976], [5.13424, 0.18716, -0.98315], [5.15397, 1.45612, -0.39904], [6.25739, -0.21901, -1.73845], [5.85298, -1.50868, -2.18443], [-2.07141, 1.13710, 0.90983], [-2.94934, 2.10872, 1.32229], [-4.14306, 3.86625, 3.32302], [-5.75003, 4.52726, 3.00940], [-4.45524, 4.69529, 1.78982], [-5.83469, 0.44759, 0.79527], [-4.22296, -1.27156, -0.09260], [-1.97438, -2.08478, -0.12803], [0.00318, -3.04280, -0.37204], [1.86361, -3.96517, -1.79598], [4.22025, -3.67510, -2.63706], [2.21670, -0.24227, 0.09748], [6.03646, 1.93014, -0.50231], [6.55909, -2.29599, -1.85929], [5.85635, -1.47960, -3.27073], [-1.02912, 1.30830, 0.98095], [-2.63299, 3.06754, 1.66293]],
  "forces_ev_per_angstrom": [[0.11, 0.44, -0.54], [-0.96, 0.05, -0.02], [-0.29, -0.24, -0.07], [-0.04, -0.29, -0.04], [0.90, 0.36, 0.12], [-0.13, 0.00, 0.48], [0.51, 0.32, 0.03], [0.75, 0.03, 0.00], [0.89, 0.43, -1.13], [-0.28, -0.41, 0.34], [-1.06, 0.23, 0.20], [0.30, 0.47, -0.20], [-1.71, 0.12, 0.46], [1.76, -0.70, -0.23], [-0.21, -0.10, -0.43], [1.16, 0.01, -0.22], [-0.08, 0.59, 0.57], [0.45, 2.71, 0.76], [1.51, -0.23, -0.47], [-2.20, -0.59, 1.31], [0.88, -1.26, -1.08], [0.17, -0.60, 0.04], [-1.13, -0.81, -0.39], [0.52, 0.01, 0.38], [0.06, -0.16, -0.14], [0.01, -0.04, 0.30], [-0.44, -0.12, -0.17], [-0.22, -0.15, -0.06], [-0.46, 0.12, 0.10], [0.45, 0.05, -0.08], [0.01, -0.41, -0.14], [-0.45, -0.37, -0.24], [-0.23, 0.78, 0.63], [-1.73, -1.06, 0.07], [-0.06, 0.47, -0.08], [0.19, -0.18, -0.28], [0.52, 0.17, 0.02], [0.51, 0.39, 0.23]],
  "mulliken_charge": [-1.3483, 1.0046, -0.6155, 0.2153, -0.9284, -0.4905, 0.8039, -0.1541, 0.6184, -0.6702, -0.2325, 0.4160, -0.4799, -1.0418, 0.5984, -0.4865, -0.4214, 0.6271, -0.6113, -0.4260, -0.4292, -0.5520, -0.9494, 0.3874, 0.3229, 0.3451, 0.4744, 0.3178, 0.1956, 0.2033, 0.3315, 0.3995, 0.7489, 0.3053, 0.2721, 0.2562, 0.5939, 0.3994],
  "e_homo_ev": -8.5,
  "smiles": "CC(=O)c1ccc(NC(=O)Nc2ccc3c(c2)B(O)OC3)cc1",
  "lumo_energy_ev": 0.4,
  "orbital_gap_ev": 8.87
}